[1]
Formula: C27H68LiN3O9
Source: the Open Molecules 2025 dataset
Level of theory: ωB97M-V with the def2-TZVPD basis set

XYZ file:
```
108
Properties=species:S:1:pos:R:3:forces:R:3:lowdin_charge:R:1
Li -0.3215 1.4926 0.1749 0.8 0.3 -0.6 0.592
C -0.8352 4.1601 -0.1478 -0.6 -0.4 0.2 -0.059
C 0.6470 4.0229 -0.4942 -0.1 1.4 0.3 -0.624
C 1.5282 4.6775 0.6116 -0.2 -0.7 -0.5 -0.046
O 0.9579 2.7446 -0.8600 0.0 -1.3 0.6 -0.329
H -1.4405 3.9947 -1.0391 0.0 0.3 -0.2 0.060
H -1.1499 5.0687 0.3655 0.2 0.4 -0.3 0.080
H -1.1741 3.3738 0.5266 0.2 -0.2 0.3 0.027
H 0.8024 4.6724 -1.3557 0.0 0.5 -0.4 0.114
H 1.2854 5.7280 0.7711 -0.1 0.1 -0.2 0.072
H 2.5595 4.5952 0.2684 0.1 0.1 0.3 0.068
H 1.4125 4.1619 1.5650 0.2 -0.1 0.0 0.045
C 1.7794 -9.7868 4.1924 0.5 0.7 0.7 -0.096
O 2.7162 -8.7066 4.2850 -0.4 -0.3 0.1 -0.201
C 2.1018 -7.4291 4.3672 1.4 0.6 -1.3 -0.218
C 3.2573 -6.3975 4.2785 -0.1 -0.1 1.3 -0.223
N 2.7455 -5.0539 4.0592 -0.1 0.2 -0.6 -0.070
C 3.8058 -4.0317 3.9299 -0.9 -0.7 1.2 -0.193
C 3.2836 -2.6199 3.6898 0.2 -0.5 0.7 -0.259
O 2.3981 -2.5783 2.6253 -0.2 0.5 -1.5 -0.179
C 1.9572 -1.2391 2.3505 -1.0 -0.9 0.5 -0.062
H 2.2926 -10.7160 3.9452 0.2 0.3 -0.3 0.084
H 1.0083 -9.5353 3.4642 -0.1 -0.2 0.0 0.083
H 1.3627 -9.9486 5.1865 -0.5 0.0 0.0 0.082
H 1.4619 -7.2411 5.2293 0.1 -0.3 0.3 0.124
H 1.5005 -7.2592 3.4741 -0.4 -0.2 -0.2 0.111
H 4.0251 -6.6865 3.5609 -0.2 -0.3 -0.5 0.116
H 3.7867 -6.4337 5.2306 0.0 0.2 0.3 0.115
H 2.2896 -5.1115 3.1598 -0.4 0.4 -0.2 0.097
H 4.5738 -4.3629 3.2309 0.1 0.3 -0.4 0.115
H 4.2610 -4.0204 4.9202 0.4 0.2 0.0 0.117
H 4.1758 -2.0041 3.5757 0.2 0.4 -0.5 0.116
H 2.7576 -2.1930 4.5437 0.0 -0.3 0.6 0.123
H 1.0747 -1.0144 2.9495 0.2 0.2 1.2 0.080
H 1.4059 -1.1825 1.4120 1.2 -0.1 -0.7 0.067
H 2.7596 -0.5288 2.5501 -0.2 0.2 -0.6 0.092
C -7.3302 -0.9293 -0.5243 -1.0 0.5 0.2 -0.097
O -6.7144 0.2410 -1.0730 -0.8 -0.5 0.3 -0.179
C -5.9279 0.9953 -0.1751 1.7 0.3 -1.0 -0.211
C -5.2228 2.1190 -1.0140 -0.2 -0.8 0.7 -0.180
N -4.1575 1.5378 -1.8350 -0.6 1.1 -1.1 -0.074
C -3.6333 2.4900 -2.9021 0.4 -2.1 1.0 -0.127
C -2.6814 1.6458 -3.7981 -1.8 1.1 0.4 -0.190
O -3.3875 0.4851 -4.2935 0.0 1.5 0.9 -0.189
C -2.5329 -0.3983 -4.9446 -0.6 -0.6 -0.2 -0.120
H -7.8112 -1.5263 -1.2991 0.8 0.0 -0.5 0.086
H -8.2168 -0.6940 0.0645 0.0 0.6 0.5 0.079
H -6.7183 -1.5461 0.1339 0.6 0.1 -0.3 0.085
H -5.1343 0.3181 0.1406 0.3 -0.1 0.5 0.087
H -6.3851 1.4137 0.7216 -0.7 -0.1 -0.1 0.125
H -4.7332 2.8514 -0.3722 -0.3 0.1 0.3 0.108
H -6.0036 2.6144 -1.5911 -0.1 0.2 -0.2 0.117
H -4.5936 0.7796 -2.3400 0.1 -0.3 -0.3 0.101
H -3.0272 3.2617 -2.4276 0.0 0.0 0.1 0.102
H -4.4243 2.9908 -3.4604 -0.2 -0.2 -0.1 0.116
H -1.7982 1.4176 -3.2014 0.1 -0.3 -0.2 0.108
H -2.4543 2.3790 -4.5720 0.6 -0.6 -0.5 0.111
H -2.0905 0.1087 -5.8021 0.6 -0.3 0.1 0.088
H -3.1309 -1.2374 -5.3003 -0.2 0.1 -0.2 0.088
H -1.8661 -0.8699 -4.2228 0.8 0.3 -0.2 0.074
C 1.2176 -1.0738 -1.3294 -1.3 0.5 0.4 -0.039
O 0.1035 -0.4590 -0.6073 1.5 0.6 0.3 -0.273
C -1.1768 -1.0111 -0.8251 0.9 -0.1 -0.3 -0.198
C -2.0754 -0.5560 0.3191 0.3 -0.5 -1.0 -0.183
N -2.3290 0.8730 0.2476 1.2 -0.5 1.8 -0.091
C -2.8684 1.3806 1.5383 0.6 0.8 -1.3 -0.167
C -1.8520 1.3874 2.6884 0.1 -1.1 0.4 -0.200
O -0.5428 1.6204 2.2296 0.8 0.1 -1.4 -0.267
C 0.3473 2.2581 3.1268 -0.4 0.5 0.7 -0.077
H 1.4320 -2.0290 -0.8501 0.2 0.0 -0.1 0.092
H 2.0651 -0.3888 -1.3059 -0.2 -0.1 0.3 0.080
H 0.9372 -1.2101 -2.3739 0.0 -0.2 0.0 0.077
H -1.0483 -2.0919 -0.8849 -0.5 -0.3 0.2 0.128
H -1.4554 -0.6499 -1.8151 -0.8 0.0 -0.1 0.112
H -1.5532 -0.7985 1.2446 -0.1 -0.1 0.1 0.121
H -2.9961 -1.1335 0.2365 -0.3 -0.2 0.3 0.122
H -2.9937 1.0237 -0.4978 -0.4 0.5 -0.6 0.049
H -3.7808 0.8323 1.7730 -0.1 0.1 0.6 0.111
H -3.1019 2.4124 1.2760 -0.4 0.1 0.4 0.109
H -1.8002 0.4012 3.1497 -0.4 -0.3 0.2 0.119
H -2.1081 2.0711 3.4977 -0.3 0.3 -0.2 0.129
H -0.0279 3.2685 3.2892 0.1 0.2 0.2 0.095
H 1.3742 2.3436 2.7715 -0.3 -0.4 -0.6 0.086
H 0.3787 1.7428 4.0868 -0.1 -0.2 0.1 0.094
C 4.7313 2.3730 -1.2425 -0.1 0.6 0.5 -0.049
C 4.3542 1.4839 -0.0621 1.6 -0.6 0.5 -0.512
C 5.5401 1.3395 0.9348 -0.2 -0.8 -1.5 -0.046
O 3.3007 1.9540 0.7276 0.0 0.1 -0.1 -0.062
H 5.4363 1.9080 -1.9315 0.0 -0.2 0.2 0.079
H 5.2057 3.2682 -0.8402 -0.1 0.3 -0.2 0.080
H 3.8398 2.6501 -1.8051 -0.1 0.1 0.0 0.069
H 4.0992 0.5298 -0.5235 -0.1 -0.6 0.3 0.113
H 6.4132 0.9505 0.4109 0.3 0.4 -0.3 0.070
H 5.3832 0.5289 1.6464 -0.5 0.5 0.5 0.062
H 5.7362 2.3333 1.3375 0.1 -0.3 0.4 0.083
H 2.6395 2.2386 0.0925 -1.4 0.4 -0.3 0.020
C 1.3499 1.0796 -4.1205 0.9 -0.1 0.6 -0.046
C 1.0139 2.4904 -4.5711 -0.9 0.4 -0.1 -0.475
C 0.2934 2.5301 -5.9047 0.0 0.1 0.0 -0.052
O 0.2067 3.2120 -3.6443 -0.6 -0.4 -0.5 -0.063
H 1.8680 1.1813 -3.1669 -0.1 -0.2 0.3 0.061
H 2.0606 0.5661 -4.7680 0.1 0.3 -0.4 0.083
H 0.5541 0.3477 -3.9825 -0.6 0.5 -0.1 0.060
H 1.9079 3.1119 -4.6216 0.6 -0.5 -0.4 0.135
H 0.1141 3.5686 -6.1828 0.3 0.0 -0.3 0.082
H -0.6967 2.0753 -5.8745 0.1 -0.2 0.3 0.046
H 0.8870 1.9840 -6.6378 0.0 0.3 -0.3 0.080
H 0.5392 3.0221 -2.7640 0.3 -0.2 1.2 0.023
```
Forces are in eV/Å.


[2]
Formula: C27H68N8O8
Source: the Open Molecules 2025 dataset
Level of theory: ωB97M-V with the def2-TZVPD basis set

XYZ file:
```
111
Properties=species:S:1:pos:R:3:forces:R:3:mulliken_spin:R:1
C -5.2418 -6.0974 -0.8136 -1.2 0.6 -0.6 0.054
C -5.6571 -4.5706 -0.8609 1.2 -1.0 0.2 -0.206
C -5.8788 -4.1176 0.6099 -0.4 0.7 0.2 0.040
C -5.7954 -2.6048 0.9711 0.0 -1.3 0.3 0.001
C -4.5238 -2.0156 0.4016 -0.8 0.2 -0.1 0.066
C -4.2935 -2.3577 -1.1194 -0.1 0.5 0.6 -0.416
N -4.4321 -3.8561 -1.3686 -1.0 1.5 2.5 0.169
O -3.9817 -4.2040 -2.6305 -0.4 -0.3 -0.3 -0.027
C -5.1611 -1.3533 -1.9878 0.7 -0.7 -0.5 0.082
C -2.8080 -2.0952 -1.3904 -0.2 0.3 0.4 0.204
C -6.9625 -4.3825 -1.6473 0.0 1.2 0.2 0.058
H -5.8781 -6.6586 -0.1294 0.1 0.2 0.5 -0.002
H -4.1883 -6.2623 -0.5880 -0.1 0.2 0.0 -0.005
H -5.5280 -6.5374 -1.7689 0.6 -0.1 -0.3 0.010
H -6.8337 -4.5088 0.9608 -0.2 -0.2 -0.2 0.000
H -5.1518 -4.5821 1.2761 0.3 -0.2 -0.3 0.000
H -5.7896 -2.5881 2.0609 0.5 0.0 0.3 0.008
H -6.6429 -1.9304 0.8480 -0.4 -0.4 -1.1 0.007
H -3.6849 -2.2502 1.0568 0.3 -0.4 -0.4 0.008
H -4.7335 -0.9609 0.5797 0.8 0.5 -0.8 0.007
H -5.1026 -1.6533 -3.0341 -0.1 -0.2 -0.3 -0.019
H -6.2183 -1.1673 -1.7989 0.0 -0.5 0.6 0.027
H -4.6826 -0.3741 -2.0024 0.2 0.0 0.4 0.017
H -2.5283 -2.2104 -2.4375 0.1 0.0 0.1 0.008
H -2.5236 -1.1033 -1.0392 -0.1 0.2 -0.1 -0.010
H -2.2621 -2.7867 -0.7486 0.2 -0.1 -0.3 -0.017
H -7.8041 -4.9438 -1.2415 0.2 -0.4 0.0 -0.004
H -6.9320 -4.4955 -2.7310 0.3 -0.4 0.0 0.006
H -7.2516 -3.3435 -1.4892 -0.1 0.2 -0.1 0.011
H -4.5100 -3.6766 -3.2340 -0.2 0.1 -0.7 0.013
C 1.6833 3.5174 1.0156 1.0 1.1 0.4 0.531
C 3.1978 3.4535 1.4719 0.2 -0.3 0.5 -2.812
C 3.7013 2.0601 1.1081 1.0 -0.3 0.5 0.228
C 5.2290 1.8853 1.2715 0.6 0.9 -1.2 0.053
C 5.9880 2.9336 0.3531 -1.5 0.0 1.0 0.176
C 5.5202 4.4271 0.5811 -0.5 -2.1 -0.5 -1.116
N 4.0153 4.4178 0.6581 0.7 -2.0 -1.3 1.105
O 3.5611 5.6865 0.8103 -0.5 1.6 0.2 -0.170
C 6.2149 5.0605 1.8084 -0.5 -1.2 -0.1 0.666
C 6.1006 5.1971 -0.6365 -1.2 0.6 0.7 0.184
C 3.3252 3.6556 3.0632 0.0 0.4 -1.1 1.360
H 1.5003 3.5742 -0.0574 0.7 -0.5 -0.3 0.034
H 1.2905 4.4863 1.3239 -0.4 -0.2 0.6 0.036
H 1.1273 2.6673 1.4109 0.0 0.2 0.3 0.066
H 3.2623 1.2632 1.7084 -0.4 0.3 0.4 0.245
H 3.3833 1.8042 0.0974 0.3 0.2 -0.3 -0.110
H 5.4315 0.8903 0.8753 0.4 -0.1 0.2 0.076
H 5.5783 1.9224 2.3033 -0.2 0.1 0.1 0.130
H 5.7260 2.5769 -0.6430 -0.1 0.6 -0.3 0.017
H 7.0762 2.9909 0.3777 0.1 -0.6 0.4 -0.040
H 5.9627 6.1163 1.9072 0.5 0.1 -0.1 -0.032
H 5.9387 4.5715 2.7426 -0.1 0.0 0.0 -0.113
H 7.2645 4.8067 1.6598 0.2 0.8 0.2 -0.052
H 5.7640 6.2183 -0.4580 0.6 0.4 -0.2 -0.010
H 7.1813 5.0667 -0.5806 0.0 0.4 -0.1 0.022
H 5.7616 4.9857 -1.6506 -0.3 -0.7 0.2 -0.010
H 3.1598 4.6662 3.4366 -0.5 0.3 -0.4 -0.269
H 4.3316 3.4961 3.4504 0.0 -0.7 -0.2 0.028
H 2.6186 3.0209 3.5978 0.1 -0.2 -0.1 0.191
H 3.8910 5.9329 1.6775 -0.2 0.7 0.6 0.019
C 0.6443 -4.5794 -2.9213 4.2 3.1 -0.2 0.147
O 1.8441 -4.1800 -3.1085 -2.2 -0.9 0.1 -0.053
N -0.0984 -4.0565 -1.9740 0.0 0.5 1.9 -0.049
N 0.0020 -5.3410 -3.7492 -1.1 -2.5 -2.4 -0.014
H 0.5027 -3.5487 -1.3408 -0.8 0.2 0.8 0.007
H -0.9998 -4.4547 -1.7528 0.2 0.5 0.3 -0.005
H -0.7158 -5.9328 -3.3560 0.0 0.0 -0.8 -0.010
H 0.4812 -5.5195 -4.6202 -0.3 -0.6 0.3 -0.008
C 3.1828 -0.7841 5.4113 -2.4 -2.3 -1.0 1.004
O 2.8093 -1.8648 4.9762 0.3 -1.4 -0.2 -0.302
N 4.1414 -0.0848 4.9383 4.1 1.5 -2.4 0.135
N 2.5103 -0.1341 6.3155 -1.8 0.7 2.8 0.153
H 4.3511 0.8106 5.3559 0.5 0.1 -0.5 -0.264
H 4.5641 -0.4413 4.0932 0.3 0.5 0.2 -0.048
H 2.6782 0.8608 6.3598 -0.8 0.0 0.7 -0.203
H 1.7698 -0.6911 6.7175 -0.2 0.9 0.2 -0.139
C 2.4026 -0.3057 -3.3646 -0.3 1.7 -3.2 0.517
O 1.9912 -0.1083 -2.2644 -0.7 -0.2 2.7 -0.292
N 2.5314 -1.3889 -4.0827 0.1 -5.0 1.3 -0.067
N 2.5854 0.6389 -4.2900 0.7 5.0 -1.2 -0.024
H 2.9732 -1.3989 -4.9909 -0.3 -0.4 0.6 -0.001
H 2.3533 -2.2067 -3.5173 0.4 -1.1 -0.7 0.011
H 3.0513 0.4512 -5.1663 -0.3 0.2 0.4 -0.018
H 2.3792 1.6118 -4.1140 0.3 -0.2 0.3 -0.029
C 0.9240 -0.5451 2.3565 -0.4 -0.1 -0.4 0.070
C 0.6446 -0.3235 0.8730 0.0 0.3 -0.7 -0.225
O 0.9054 -1.4742 0.0899 0.1 -1.1 0.2 0.023
H 1.9323 -0.9094 2.5531 0.0 0.1 -0.1 0.001
H 0.2379 -1.2939 2.7524 0.0 -0.1 0.0 0.000
H 0.7477 0.3552 2.9450 0.1 0.2 -0.1 0.094
H 1.2073 0.4821 0.4013 0.4 0.3 0.5 0.042
H -0.3866 -0.0637 0.6337 -0.5 0.2 0.7 -0.029
H 1.2064 -1.1757 -0.7715 0.3 0.2 -0.3 0.005
C -0.8982 2.0317 -3.5814 -0.8 -0.8 2.2 0.051
C -1.6926 1.3211 -2.4011 0.5 0.9 -2.1 -0.081
O -2.3315 2.3163 -1.6140 0.2 -0.3 0.6 -0.016
H -1.5952 2.5858 -4.2102 0.2 -0.2 -0.3 -0.029
H -0.2924 1.2655 -4.0651 0.0 0.3 -0.4 0.037
H -0.2853 2.7299 -3.0114 0.4 0.2 -0.5 -0.006
H -0.9536 0.7596 -1.8295 -0.3 0.2 0.4 0.011
H -2.4337 0.6469 -2.8304 0.0 -0.3 0.2 0.006
H -3.0042 2.7683 -2.1287 0.0 0.0 -0.2 0.022
C -1.9548 2.3157 1.8642 2.5 0.4 2.3 0.154
C -3.1575 1.4485 1.8849 -0.1 1.5 -0.8 -0.031
O -3.8159 2.0082 0.7458 -2.3 -1.3 0.1 -0.040
H -2.1497 3.3802 1.9944 -0.7 0.0 -0.5 0.014
H -1.2846 2.2073 1.0115 -0.4 -0.2 -0.3 0.000
H -1.3096 2.1725 2.7309 0.3 -0.5 0.2 -0.054
H -3.7771 1.5985 2.7690 -0.2 0.5 -0.1 -0.020
H -2.9975 0.3705 1.9059 0.3 -0.2 -0.7 0.013
H -3.2246 2.0063 -0.0105 0.4 -0.1 -0.2 0.017
```
Forces are in eV/Å.

The multiplicity is 2. Its net charge is -1.


| no. | DFT total energy (Eh) |
| --- | --- |
| 1 | -1918.36754 |
| 2 | -2109.35608 |